The following is a DFT calculation (wB97M-V/def2-TZVPD) of a molecular structure, C52H61N2O4PPdSe.

Calculated values
* LUMO energy (alpha / beta): -5.2 / -7.5 eV
* DFT total energy: -5298.75660 a.u.
* spin multiplicity: 5
* net charge: +2

XYZ file:
```
122
C52H61N2O4PPdSe (wB97M-V/def2-TZVPD)
Pd -0.25116 -0.51454 -0.01863
C 5.31632 -3.40919 4.74501
C 4.86300 -3.74723 3.31480
C 6.03083 -3.50250 2.35961
C 4.46441 -5.23213 3.23841
C 3.64214 -2.91614 2.96770
C 3.59515 -2.09001 1.82094
C 2.46475 -1.39086 1.52317
Se 2.35207 -0.23014 -0.00785
C 2.47047 -1.44556 -1.49491
C 3.59142 -2.17332 -1.74272
C 3.63936 -3.04675 -2.85565
C 2.51625 -3.11335 -3.69625
C 1.37077 -2.36946 -3.54351
C 1.32056 -1.45734 -2.40395
O 0.32894 -0.71309 -2.18544
C 0.21891 -2.60981 -4.52324
C -1.03715 -1.75927 -4.31551
C -0.19725 -4.08511 -4.38716
C 0.73146 -2.34912 -5.94873
C 4.85196 -3.90828 -3.15721
C 4.42519 -5.38489 -3.08688
C 5.99230 -3.67965 -2.16585
C 5.35479 -3.58382 -4.57374
C 1.30164 -1.40253 2.41017
O 0.27931 -0.71497 2.15338
C 1.35967 -2.25165 3.59862
C 2.50702 -2.96884 3.80590
C 0.15005 -2.35479 4.51428
C -0.17805 -0.97626 5.11323
C 0.41121 -3.32085 5.67011
C -1.05088 -2.88994 3.71168
H 6.22181 -3.97079 4.97426
H 4.56806 -3.67616 5.49018
H 5.54226 -2.34753 4.84998
H 6.87467 -4.12194 2.66059
H 6.36560 -2.46381 2.37729
H 5.78255 -3.77560 1.33179
H 5.32614 -5.84927 3.49255
H 4.14145 -5.50215 2.23079
H 3.66183 -5.47638 3.93396
H 4.47042 -2.00091 1.19536
H 4.45681 -2.07745 -1.10444
H 2.56385 -3.80352 -4.52747
H -1.49511 -1.92281 -3.34050
H -1.76197 -2.04909 -5.07834
H -0.83892 -0.69483 -4.42404
H -0.54932 -4.29720 -3.37401
H 0.61819 -4.77128 -4.61468
H -1.01276 -4.29675 -5.07894
H 1.05266 -1.31359 -6.06667
H -0.07322 -2.53701 -6.65959
H 1.56567 -2.99669 -6.21720
H 4.03858 -5.63760 -2.09735
H 5.28896 -6.01997 -3.28277
H 3.66117 -5.62642 -3.82542
H 5.69924 -3.92748 -1.14333
H 6.35715 -2.65130 -2.18862
H 6.82840 -4.32716 -2.42645
H 4.61245 -3.81498 -5.33687
H 6.24147 -4.18138 -4.78508
H 5.62620 -2.53172 -4.66696
H 2.56223 -3.61469 4.66945
H 0.65940 -0.60289 5.70388
H -1.03522 -1.07599 5.78022
H -0.42004 -0.24170 4.34954
H 1.23746 -2.99183 6.30177
H 0.61503 -4.33578 5.32372
H -0.47861 -3.36290 6.29747
H -1.31393 -2.23478 2.88328
H -1.91308 -2.96804 4.37616
H -0.84328 -3.88866 3.31912
O -0.16120 1.78617 0.02445
H -0.73599 2.17846 0.69513
H -0.38850 2.23535 -0.79931
N -1.67688 -7.94619 -0.32064
C -1.42774 -6.82783 -0.27393
C -1.11493 -5.42338 -0.21410
C -2.10605 -4.47005 -0.39490
C -1.75136 -3.13487 -0.32903
N -0.50045 -2.72359 -0.09098
C 0.45048 -3.65124 0.07676
C 0.19095 -5.00576 0.02213
H -3.13361 -4.75032 -0.58080
H -2.48974 -2.36148 -0.46723
H 1.45432 -3.29852 0.26177
H 0.98690 -5.72264 0.16349
O -2.37107 -0.16793 0.02216
P -3.86917 0.04142 0.01246
C -4.25869 1.44305 1.06343
C -3.58790 1.55050 2.28742
C -3.83298 2.62260 3.12663
C -4.74311 3.60365 2.75168
C -5.39612 3.51649 1.53350
C -5.15269 2.44318 0.68693
C -4.47795 0.35077 -1.63842
C -3.54777 0.42519 -2.67250
C -3.97110 0.67971 -3.96956
C -5.31924 0.85821 -4.23638
C -6.25345 0.78051 -3.20967
C -5.83703 0.52534 -1.91494
C -4.67064 -1.44308 0.64472
C -5.46245 -2.27349 -0.14490
C -5.96951 -3.45862 0.37582
C -5.68373 -3.82477 1.68065
C -4.88317 -3.00813 2.47253
C -4.37989 -1.82710 1.95906
H -2.85591 0.80660 2.57705
H -3.31531 2.69707 4.07333
H -4.93546 4.44061 3.40900
H -6.09314 4.28721 1.23517
H -5.65681 2.40035 -0.26752
H -2.49608 0.27335 -2.46084
H -3.24836 0.74003 -4.77194
H -5.64770 1.05737 -5.24741
H -7.30473 0.91916 -3.42047
H -6.57167 0.46878 -1.12061
H -5.67692 -2.01504 -1.17216
H -6.59042 -4.09274 -0.24242
H -6.08601 -4.74367 2.08507
H -4.66077 -3.29173 3.49220
H -3.75513 -1.20478 2.58537
```